C29H51N4OP2PdS | wB97M-V/def2-TZVPD

Each line ends with the Löwdin charge.
Atoms and positions in Å:
Pd  9.31175  10.96487  12.36888  0.644
C  13.68450  9.92292  12.12464  -0.098
C  12.56672  8.90490  12.41743  -0.496
C  13.09637  7.59717  13.01034  -0.083
P  11.14981  9.62811  13.47009  1.135
C  12.01223  10.24210  15.01807  -0.492
C  12.30262  11.75230  14.85768  -0.107
C  11.24563  9.99282  16.33297  -0.097
C  10.02664  8.25160  13.70890  -0.302
C  9.92777  7.40630  14.84264  -0.011
C  8.78026  6.64162  15.02875  -0.225
C  8.54258  5.91478  16.32408  -0.022
C  7.75344  6.61898  14.05040  0.014
C  7.90613  7.30084  12.86176  0.003
C  9.03137  8.14812  12.69626  -0.346
N  9.19949  9.05225  11.66338  -0.077
C  9.42925  8.77672  10.35488  -0.286
C  9.35631  7.46509  9.84429  0.043
C  9.82756  7.16610  8.58188  0.030
C  10.32456  8.17485  7.73698  -0.208
C  11.01812  7.83161  6.44476  -0.009
C  10.28358  9.48986  8.19550  -0.020
C  9.79292  9.85880  9.45048  -0.268
P  9.34319  11.54572  9.95909  1.092
C  7.69437  11.82641  9.16094  -0.519
C  7.65077  11.67542  7.64305  -0.078
C  6.68222  10.86625  9.82202  -0.105
C  10.47330  12.80559  9.11400  -0.504
C  11.95375  12.53946  9.52386  -0.099
C  10.09620  14.26883  9.28990  -0.096
H  14.09732  9.78878  11.10232  0.103
H  14.54492  9.79390  12.78570  0.096
H  13.34252  10.93771  12.20032  0.032
H  12.06351  8.70552  11.46750  0.088
H  13.30984  7.69720  14.09018  0.084
H  14.03552  7.33636  12.46454  0.113
H  12.34378  6.76745  12.86039  0.099
H  12.97588  9.70741  15.03427  0.117
H  11.35087  12.32302  14.82786  0.061
H  12.91840  11.97748  13.96924  0.068
H  12.88508  12.04177  15.73558  0.098
H  10.13834  10.07178  16.18947  0.076
H  11.49854  10.78320  17.05948  0.091
H  11.46578  9.03146  16.85015  0.092
H  10.69813  7.38420  15.60356  0.115
H  9.01773  6.42170  17.17761  0.096
H  8.90384  4.89502  16.27197  0.098
H  7.45544  5.80774  16.50911  0.100
H  6.84869  6.12022  14.34039  0.128
H  7.16680  7.28101  12.03394  0.140
H  8.89872  6.66888  10.43609  0.130
H  9.77945  6.16863  8.23422  0.124
H  10.86852  6.75337  6.23035  0.102
H  12.07085  8.11951  6.39637  0.104
H  10.49706  8.32573  5.58950  0.114
H  10.62884  10.30548  7.53432  0.138
H  7.44794  12.86625  9.39079  0.104
H  7.99679  10.69721  7.31169  0.073
H  8.28462  12.42968  7.14431  0.085
H  6.58564  11.80465  7.27426  0.125
H  6.91976  9.80317  9.60170  0.088
H  5.68718  11.10616  9.39735  0.105
H  6.63845  10.94144  10.91250  0.033
H  10.32958  12.52633  8.06145  0.101
H  12.29266  12.99134  10.48986  0.092
H  12.14349  11.47428  9.61186  0.044
H  12.60386  12.95941  8.73753  0.103
H  10.00867  14.59530  10.35244  0.079
H  9.16755  14.55705  8.74996  0.093
H  10.88068  14.90130  8.87914  0.096
N  8.75880  12.90468  12.90838  -0.098
N  8.67428  13.05286  14.32362  -0.042
C  7.84505  12.23155  15.01085  -0.782
N  7.45236  12.59306  16.24984  0.180
S  7.34550  10.86572  14.17613  0.849
H  9.45702  13.57856  12.56169  0.117
H  7.88255  13.20441  12.45381  0.075
H  8.93495  13.98416  14.64916  0.178
H  7.54152  13.54825  16.56040  0.140
H  6.68875  12.05811  16.63934  0.130
C  4.84768  15.30222  11.27186  -0.085
C  4.59255  13.95326  11.89343  -0.277
O  5.87491  13.36627  12.24021  -0.166
H  5.66263  15.24422  10.52064  0.074
H  3.93209  15.65452  10.70740  0.112
H  5.15189  16.04667  12.00610  0.076
H  4.02642  13.31032  11.17451  0.127
H  4.00724  14.03301  12.82139  0.121
H  5.77628  12.43449  12.50959  0.028

The lowest unoccupied orbital energy (spin up / spin down) is -0.2852 / -0.4421 Ha. The charge is +3. The frontier orbital gap (spin up / spin down) comes out at 8.1062 / 4.4443 eV. The spin multiplicity is 5. The energy comes out at -2637.6434 Ha. The expectation value of S² is 6.053.